Density functional theory data (ωB97M-V/def2-TZVPD) for a 2-piece molecular cluster, C5H12N2 overall.

Output
HOMO energy, eV: -8.00
SMILES: C=NCC.C=CN
Calculated total energy, hartree: -307.16172
Charge: 0
LUMO level, eV: 1.09

CARTESIAN COORDINATES (ANGSTROEM)
C: -1.27633 -0.31832 1.04175
N: -1.48951 0.06779 -0.13604
C: -2.44652 1.14784 -0.32382
C: -2.01590 2.06302 -1.45291
H: -1.72857 0.17478 1.91239
H: -0.61830 -1.15621 1.24226
H: -3.41990 0.70100 -0.55853
H: -2.60566 1.70214 0.60902
H: -2.77010 2.81076 -1.69170
H: -1.09709 2.59513 -1.19008
H: -1.79871 1.47180 -2.34289
C: 2.22359 -2.22108 0.86395
C: 2.01645 -1.09396 0.18777
N: 2.95247 -0.10256 -0.02264
H: 3.17070 -2.45670 1.33389
H: 1.40557 -2.88085 1.10723
H: 1.07213 -0.85471 -0.28742
H: 3.75325 -0.04675 0.58013
H: 2.74656 0.66430 -0.63132

Let us look at the Löwdin charges, expressed in e, one per atom: atom 1 (C): -0.06, atom 2 (N): -0.04, atom 3 (C): -0.32, atom 4 (C): -0.11, atom 5 (H): 0.08, atom 6 (H): 0.05, atom 7 (H): 0.11, atom 8 (H): 0.10, atom 9 (H): 0.07, atom 10 (H): 0.07, atom 11 (H): 0.07, atom 12 (C): -0.04, atom 13 (C): -0.32, atom 14 (N): 0.04, atom 15 (H): 0.04, atom 16 (H): 0.03, atom 17 (H): 0.08, atom 18 (H): 0.08, atom 19 (H): 0.08